Record 1
{
  "formula": "C9H21BBrHgNbO5PS2",
  "method": "ωB97M-V/def2-TZVPD",
  "symbols": ["C", "C", "C", "C", "C", "Nb", "S", "S", "C", "P", "O", "O", "O", "B", "O", "O", "C", "Br", "C", "C", "H", "H", "H", "H", "H", "H", "H", "H", "H", "H", "H", "H", "H", "H", "H", "H", "H", "H", "H", "H", "H", "Hg"],
  "coordinates": [[-0.60229, -2.99147, 2.64254], [-0.45668, -3.17401, 1.46534], [-0.26393, -3.51120, -0.01932], [-0.86110, -2.56647, -1.10234], [-0.68103, -1.05251, -1.31484], [0.78359, 0.36483, -0.35116], [2.41561, 1.93566, 0.65429], [2.03766, 0.49614, -2.52630], [-0.51043, 2.07570, -1.11002], [0.27635, 3.74940, -1.13958], [0.32129, 4.41520, 0.20093], [1.73017, 3.81311, -1.94911], [-0.76772, 4.70364, -2.06125], [2.26302, -1.28147, 0.34140], [2.70730, -2.14742, -0.75370], [2.84682, -1.55226, 1.60935], [-0.38176, 0.49580, 1.62888], [0.69198, 0.20144, 3.27007], [-1.83015, -0.12520, 1.66109], [-2.97990, 0.98048, 1.49679], [-0.70553, -2.87592, 3.74112], [-0.77939, -4.51330, -0.16522], [0.83060, -3.78373, -0.15150], [-0.60754, -3.09902, -2.08183], [-1.98214, -2.77689, -1.04845], [-1.67827, -0.52542, -1.12996], [-0.53042, -0.85870, -2.42666], [2.98032, 1.35350, 1.78075], [1.12294, 0.69548, -3.53896], [-0.75754, 1.81578, -2.19022], [-1.49972, 2.18074, -0.58996], [1.55701, 3.90400, -2.90890], [-0.39831, 5.60390, -2.14489], [2.00060, -2.17803, -1.44624], [3.68268, -1.03549, 1.69456], [-0.57246, 1.62378, 1.67984], [-2.05019, -1.00160, 1.01368], [-1.98154, -0.49556, 2.72447], [-2.73974, 1.87246, 2.14871], [-3.17873, 1.25006, 0.42673], [-3.95029, 0.56518, 1.90640], [4.44054, -2.65996, 0.38060]],
  "e_homo_ev": -11.61,
  "charge": 1,
  "homo_lumo_gap_ev": 3.69,
  "largest_force_ev_per_a": 4.88,
  "lumo_ev": -7.914
}


Record 2
{
  "formula": "C9H21BF4IO2P2Pm",
  "method": "ωB97M-V/def2-TZVPD",
  "symbols": ["C", "C", "H", "H", "H", "O", "I", "Pm", "P", "C", "C", "H", "H", "H", "H", "H", "H", "C", "H", "H", "H", "P", "C", "C", "H", "H", "H", "C", "H", "H", "H", "H", "H", "H", "C", "O", "F", "B", "F", "F", "F"],
  "coordinates": [[2.43149, -6.60731, -0.38956], [1.75099, -5.48979, 0.35035], [2.48274, -7.49037, 0.25254], [3.43228, -6.28102, -0.68587], [1.87122, -6.82154, -1.30394], [1.31280, -5.49743, 1.45217], [1.61920, -3.64257, -0.91134], [-0.28295, 0.77113, 0.04345], [-2.26246, 0.01288, -0.89375], [-3.81278, 0.30169, 0.03923], [-2.61739, 0.72934, -2.54181], [-3.51481, 0.28173, -2.98277], [-3.20138, -2.09044, -1.72995], [-1.75202, 0.54620, -3.18375], [-1.41036, -2.04000, -1.81557], [-3.94631, 1.37547, 0.19655], [-2.75641, 1.80915, -2.44242], [-2.28517, -1.79146, -1.20915], [-4.67735, -0.09734, -0.50159], [-2.21324, -2.32419, -0.25728], [-3.74189, -0.18077, 1.01786], [1.82826, 1.42490, 0.74174], [1.96361, 2.29279, 2.34972], [3.01293, 0.03742, 0.90554], [2.68412, 2.08085, -1.40918], [3.69335, 2.77395, -0.09830], [2.10266, 3.48902, -0.49659], [2.67069, 2.55756, -0.42572], [3.03074, -0.50578, -0.04264], [4.01695, 0.40138, 1.14989], [3.00460, 2.54943, 2.57190], [1.57051, 1.65035, 3.14244], [2.66696, -0.64062, 1.69036], [1.36249, 3.20573, 2.32043], [-1.10657, 1.44468, 1.52077], [-1.63630, 1.87734, 2.47066], [-0.97071, 2.64622, 0.14850], [-1.45559, 3.96815, 0.22255], [-2.87501, 3.95294, 0.53753], [-0.73604, 4.69537, 1.25532], [-1.25383, 4.62493, -1.05831]],
  "relative_energy_kj_mol": 1233.2,
  "e_homo_ev": [-15.21, -15.21],
  "charge": 2,
  "homo_lumo_gap_ev": [4.72, 5.58],
  "largest_force_ev_per_a": 19.31,
  "multiplicity": 5,
  "s_squared": 6.42,
  "lumo_ev": [-10.490, -9.629]
}


Record 3
{
  "formula": "C9H21BN2O4",
  "method": "ωB97M-V/def2-TZVPD",
  "symbols": ["C", "C", "C", "N", "N", "C", "C", "C", "O", "C", "O", "O", "B", "O", "C", "C", "H", "H", "H", "H", "H", "H", "H", "H", "H", "H", "H", "H", "H", "H", "H", "H", "H", "H", "H", "H", "H"],
  "coordinates": [[4.26727, -2.29128, 0.28148], [3.01568, -1.30480, 0.18485], [2.05225, -1.67983, -1.05603], [0.65139, -2.00766, -0.63935], [-0.25317, -0.99083, -1.05895], [-1.55326, -1.70144, -1.24517], [-2.84832, -0.77297, -1.19455], [-3.78399, -0.98867, 0.08537], [-3.11103, -1.55933, 1.21944], [-0.31267, -0.03943, 0.09619], [-0.08457, -0.48705, 1.22442], [-0.57961, 1.29840, -0.22842], [-0.23770, 2.21793, 0.83699], [-0.74110, 2.19432, 2.17043], [0.78464, 3.43618, 0.45633], [-0.10769, 4.78961, 0.60362], [4.62862, -2.60595, -0.74650], [5.11589, -1.77130, 0.84915], [4.01653, -3.22992, 0.86905], [2.39078, -1.39164, 1.12636], [3.31579, -0.21517, 0.06966], [2.10072, -0.88501, -1.86420], [2.51094, -2.62848, -1.51720], [0.43964, -2.89079, -1.11854], [-1.51871, -2.15453, -2.30131], [-1.64483, -2.60228, -0.54202], [-3.49026, -1.05054, -2.10457], [-2.64813, 0.33747, -1.28731], [-4.19384, 0.03538, 0.40170], [-4.70282, -1.58484, -0.25569], [-3.57019, -1.35780, 2.05359], [-1.65939, 1.84585, 2.12482], [1.69999, 3.47718, 1.12243], [1.08592, 3.33796, -0.64695], [0.42123, 5.70992, 0.21164], [-1.11763, 4.59546, 0.10177], [-0.33837, 4.91588, 1.71749]],
  "e_homo_ev": -8.37,
  "homo_lumo_gap_ev": 8.77,
  "largest_force_ev_per_a": 3.71,
  "smiles": "CCCNN(CCCO)C(=O)OB(O)CC",
  "lumo_ev": 0.398
}


Record 4
{
  "formula": "C9H21BOPd",
  "method": "ωB97M-V/def2-TZVPD",
  "symbols": ["B", "C", "C", "C", "C", "C", "C", "C", "C", "O", "C", "H", "H", "H", "H", "H", "H", "H", "H", "H", "H", "H", "H", "H", "H", "H", "H", "H", "H", "H", "H", "H", "Pd"],
  "coordinates": [[-2.15551, 0.43321, -2.80013], [-1.40465, -0.77018, -1.96854], [0.17290, -1.00185, -2.34839], [1.12263, 0.32860, -2.22820], [1.52929, 0.72394, -0.66221], [0.38492, 1.61899, 0.10609], [0.75485, 1.90085, 1.67740], [0.56924, 0.62100, 2.68231], [-0.01969, -0.73966, 1.98510], [-0.55452, -1.64640, 3.05479], [-1.11295, -2.78578, 2.25357], [-1.61576, 1.50298, -2.79134], [-3.19005, 0.36892, -3.35507], [-1.61607, -0.62887, -0.81448], [-1.96763, -1.78028, -2.26505], [0.34702, -1.52378, -3.40198], [0.59390, -1.78430, -1.55159], [0.73453, 1.27089, -2.81161], [2.16084, 0.04095, -2.74278], [2.48318, 1.43434, -0.76646], [1.90810, -0.21110, -0.05041], [-0.72624, 1.21437, -0.05465], [0.39018, 2.68466, -0.43167], [1.89402, 2.24256, 1.77964], [0.12889, 2.82457, 2.10165], [-0.14434, 0.93430, 3.56689], [1.61063, 0.32068, 3.17500], [-0.91184, -0.56996, 1.24722], [0.88948, -1.33575, 1.51459], [-0.70377, -2.79145, 1.14242], [-2.29261, -2.64221, 2.15951], [-0.83310, -3.82376, 2.71959], [1.57412, 3.56953, -0.12123]],
  "e_homo_ev": -16.43,
  "charge": 2,
  "homo_lumo_gap_ev": 3.03,
  "largest_force_ev_per_a": 5.55,
  "lumo_ev": -13.409
}


Record 5
{
  "formula": "C9H21Br3O10S3",
  "method": "ωB97M-V/def2-TZVPD",
  "symbols": ["O", "S", "O", "O", "C", "C", "C", "H", "H", "H", "H", "H", "H", "H", "H", "O", "S", "O", "O", "C", "C", "C", "H", "H", "H", "H", "H", "H", "H", "H", "C", "Br", "Br", "Br", "H", "C", "C", "O", "S", "O", "O", "O", "H", "H", "H", "H"],
  "coordinates": [[1.87966, -0.58968, -0.10679], [0.83745, 0.42139, -0.20162], [1.18542, 1.77412, 0.14142], [-0.02859, 0.33922, -1.67864], [-0.63895, 1.52231, -2.20823], [-1.91092, 0.97344, -2.84198], [-0.49008, -0.16251, 0.90110], [-0.09439, 1.81168, -3.10701], [-0.85495, 2.35997, -1.54509], [-1.61615, 0.09808, -3.42072], [-2.41913, 1.72000, -3.45229], [-2.61736, 0.68652, -2.06306], [-1.00192, -0.90931, 0.29412], [-1.10256, 0.69705, 1.17336], [-0.09050, -0.67564, 1.77582], [-2.63617, -0.64208, 0.19454], [-2.04966, -1.96455, 0.49586], [-0.70823, -2.10013, 1.01665], [-3.19822, -2.69273, 1.45028], [-2.81188, -3.79268, 2.23481], [-3.65046, -4.06477, 3.47613], [-2.27937, -3.00175, -1.03398], [-1.81933, -3.60760, 2.64551], [-2.93998, -4.60865, 1.52356], [-3.12056, -4.74220, 4.14576], [-4.61233, -4.49920, 3.20379], [-3.83490, -3.10947, 3.96753], [-1.73753, -2.51619, -1.84561], [-3.31972, -3.01915, -1.35878], [-1.97212, -4.00616, -0.74268], [-0.01142, 4.16161, 0.41099], [-0.56933, 5.30714, 1.89494], [1.90373, 4.09376, 0.27004], [-0.84899, 4.60272, -1.35350], [-0.37800, 3.16024, 0.63678], [3.99450, 0.56709, -0.18979], [3.36230, 1.93330, -0.42668], [4.56489, 2.81553, -0.30566], [6.03160, 2.09824, -0.74751], [6.89861, 2.15646, 0.43606], [6.52342, 2.51387, -2.07545], [5.30827, 0.52594, -0.79820], [3.32218, -0.17106, -0.62706], [4.09723, 0.43707, 0.88754], [2.61316, 2.14026, 0.33754], [2.84129, 1.95851, -1.38377]],
  "relative_energy_kj_mol": 868.8,
  "e_homo_ev": -9.67,
  "homo_lumo_gap_ev": 9.50,
  "largest_force_ev_per_a": 10.16,
  "lumo_ev": -0.166
}


Record 6
{
  "formula": "C9H21BrF2N4O3Si",
  "method": "ωB97M-V/def2-TZVPD",
  "symbols": ["C", "C", "F", "Si", "C", "C", "F", "C", "C", "O", "Br", "C", "C", "N", "N", "N", "H", "H", "H", "H", "H", "H", "H", "H", "H", "H", "H", "H", "H", "H", "H", "H", "H", "H", "C", "N", "O", "O", "H", "H", "H"],
  "coordinates": [[1.22287, 1.64593, 2.59390], [1.25576, 2.03260, 1.04124], [1.13051, 3.46474, 0.92538], [-0.01810, 1.04725, -0.04653], [1.07590, -0.29869, -0.94337], [1.30637, -1.48064, 0.14279], [2.44850, -2.28770, -0.20089], [-0.78765, 2.07632, -1.46165], [-1.28284, 3.52802, -1.06770], [-1.63633, 3.92815, 0.04373], [-1.36641, 4.88805, -2.55035], [-1.26879, 0.03935, 1.00020], [-2.57962, 0.82451, 1.46863], [-3.51564, -0.22568, 2.05214], [-3.35276, 1.45422, 0.35308], [-2.33958, 1.76410, 2.61461], [1.46353, 2.61246, 3.17668], [0.21900, 1.28721, 2.98445], [2.08808, 0.93070, 2.85474], [2.31943, 1.77655, 0.67161], [0.42500, -0.69719, -1.79557], [2.05175, 0.13712, -1.33713], [0.33874, -2.10229, 0.16597], [1.45421, -0.94886, 1.15420], [-0.05364, 2.18388, -2.34359], [-1.70097, 1.48259, -1.84294], [-1.56904, -0.88688, 0.37838], [-0.77682, -0.39660, 1.94669], [-3.92494, -0.79025, 1.29293], [-2.89116, -0.87401, 2.56116], [-4.15588, 1.98012, 0.72084], [-3.74053, 0.70404, -0.25148], [-3.29789, 1.97060, 2.95217], [-1.86305, 2.61689, 2.29241], [3.28231, -4.69744, -2.43239], [3.39163, -4.86450, -3.90503], [2.59324, -5.61092, -4.44567], [4.27523, -4.24014, -4.46552], [2.45786, -5.30809, -2.07027], [4.22468, -5.02278, -1.99404], [3.09705, -3.64273, -2.23376]],
  "e_homo_ev": -9.80,
  "homo_lumo_gap_ev": 9.97,
  "largest_force_ev_per_a": 4.55,
  "smiles": "C[C@H](F)[Si@](CCF)(CC(=O)Br)CC(N)(N)N.C[N+](=O)[O-]",
  "lumo_ev": 0.179
}


Record 7
{
  "formula": "C9H21ClHfNO5P2",
  "method": "ωB97M-V/def2-TZVPD",
  "symbols": ["C", "C", "H", "H", "H", "O", "Cl", "Hf", "P", "C", "C", "H", "H", "H", "H", "H", "H", "C", "H", "H", "H", "P", "C", "C", "H", "H", "H", "C", "H", "H", "H", "H", "H", "H", "C", "O", "O", "N", "O", "O"],
  "coordinates": [[-2.95250, 1.22283, -0.35650], [-1.93484, 0.88485, 0.64588], [-3.66594, 1.96751, 0.06942], [-3.51732, 0.29150, -0.59963], [-2.47028, 1.61222, -1.28584], [-1.93885, 1.06858, 1.85666], [-0.82963, -0.75853, -2.41744], [0.13822, -0.20436, -0.34020], [-0.84223, -2.23995, 0.82032], [-0.55511, -2.48684, 2.56676], [-2.57700, -2.53301, 0.46209], [-2.84440, -3.55901, 0.73290], [-0.41612, -4.51336, 0.13079], [-2.77726, -2.38893, -0.60989], [0.11872, -3.33981, -1.11347], [-1.04189, -1.69151, 3.14971], [-3.21547, -1.84173, 1.02783], [0.07322, -3.54724, -0.03374], [-0.95736, -3.45691, 2.87956], [1.11079, -3.58632, 0.32480], [0.52436, -2.46906, 2.78484], [0.91842, 2.10988, -0.99980], [1.83218, 3.08148, 0.19365], [2.12826, 1.67109, -2.28382], [-0.80025, 2.69851, -2.60849], [0.23484, 4.08560, -2.23805], [-1.01336, 3.57526, -1.08663], [-0.26028, 3.21299, -1.79924], [1.76622, 0.81408, -2.87749], [2.29807, 2.52191, -2.95325], [2.22056, 3.99607, -0.26347], [2.67845, 2.49867, 0.58462], [3.08207, 1.37443, -1.83165], [1.18444, 3.36193, 1.03441], [0.79901, 0.50593, 1.89907], [1.37517, 0.68790, 2.87042], [3.19223, -1.91814, 1.49406], [3.25001, -1.22336, 0.49993], [4.19203, -0.64534, 0.01812], [1.87894, -0.96760, -0.26314]],
  "relative_energy_kj_mol": 45.9,
  "e_homo_ev": [-20.56, -20.56],
  "charge": 3,
  "homo_lumo_gap_ev": [4.60, 4.59],
  "largest_force_ev_per_a": 10.75,
  "lumo_ev": [-15.958, -15.964]
}